Record 1
{"formula": "C44H120N8O14", "method": "ωB97M-V with the def2-TZVPD basis set", "elements": ["C", "O", "C", "C", "C", "N", "H", "H", "H", "H", "H", "H", "H", "H", "H", "H", "H", "C", "O", "C", "C", "C", "N", "H", "H", "H", "H", "H", "H", "H", "H", "H", "H", "H", "C", "O", "C", "C", "C", "N", "H", "H", "H", "H", "H", "H", "H", "H", "H", "H", "H", "C", "O", "C", "C", "C", "N", "H", "H", "H", "H", "H", "H", "H", "H", "H", "H", "H", "C", "O", "C", "C", "C", "N", "H", "H", "H", "H", "H", "H", "H", "H", "H", "H", "H", "C", "O", "C", "C", "C", "N", "H", "H", "H", "H", "H", "H", "H", "H", "H", "H", "H", "C", "O", "C", "C", "N", "C", "C", "O", "C", "H", "H", "H", "H", "H", "H", "H", "H", "H", "H", "H", "H", "H", "H", "H", "C", "O", "C", "C", "N", "C", "C", "O", "C", "H", "H", "H", "H", "H", "H", "H", "H", "H", "H", "H", "H", "H", "H", "H", "C", "C", "O", "H", "H", "H", "H", "H", "H", "C", "C", "O", "H", "H", "H", "H", "H", "H", "C", "C", "O", "H", "H", "H", "H", "H", "H", "C", "C", "O", "H", "H", "H", "H", "H", "H"], "coordinates": [[-26.534, 24.760, -9.606], [-27.347, 25.843, -9.221], [-28.164, 26.319, -10.259], [-28.599, 27.743, -10.001], [-29.573, 28.291, -11.041], [-27.428, 28.624, -9.915], [-26.013, 24.965, -10.546], [-27.114, 23.834, -9.710], [-25.819, 24.532, -8.816], [-27.672, 26.192, -11.232], [-29.073, 25.705, -10.341], [-29.187, 27.751, -9.073], [-29.513, 29.378, -11.126], [-30.619, 28.120, -10.774], [-29.466, 27.900, -12.056], [-27.699, 29.565, -9.663], [-26.846, 28.228, -9.180], [-24.581, 20.578, -15.419], [-24.680, 19.214, -15.670], [-25.457, 18.527, -14.716], [-25.532, 17.042, -15.112], [-26.413, 16.856, -16.328], [-26.036, 16.287, -13.971], [-23.959, 21.004, -16.211], [-24.060, 20.812, -14.479], [-25.530, 21.125, -15.440], [-24.911, 18.572, -13.762], [-26.454, 18.952, -14.541], [-24.510, 16.718, -15.319], [-26.003, 17.293, -17.243], [-27.414, 17.242, -16.132], [-26.422, 15.791, -16.580], [-26.982, 16.585, -13.751], [-26.188, 15.323, -14.256], [-19.815, 24.563, -15.568], [-19.598, 24.583, -16.971], [-18.639, 23.680, -17.431], [-18.335, 23.915, -18.904], [-19.465, 23.537, -19.887], [-17.091, 23.243, -19.310], [-20.154, 23.552, -15.329], [-20.542, 25.332, -15.324], [-18.849, 24.819, -15.119], [-17.709, 23.803, -16.859], [-19.004, 22.645, -17.327], [-18.204, 25.004, -18.961], [-19.192, 23.867, -20.889], [-20.395, 24.045, -19.631], [-19.643, 22.462, -19.838], [-16.310, 23.836, -19.060], [-17.085, 23.114, -20.312], [-31.111, 25.348, -13.685], [-29.832, 24.834, -13.314], [-29.932, 23.617, -12.602], [-28.613, 22.850, -12.657], [-28.251, 22.438, -14.088], [-28.728, 21.690, -11.775], [-31.670, 24.570, -14.209], [-30.981, 26.213, -14.331], [-31.667, 25.627, -12.786], [-30.205, 23.854, -11.564], [-30.770, 22.996, -12.948], [-27.843, 23.502, -12.237], [-28.137, 23.331, -14.709], [-29.017, 21.802, -14.534], [-27.259, 21.990, -14.104], [-29.390, 21.008, -12.130], [-27.832, 21.199, -11.713], [-28.598, 25.320, -18.833], [-28.119, 26.341, -17.991], [-27.976, 25.827, -16.676], [-27.472, 26.894, -15.731], [-26.164, 27.487, -16.243], [-27.332, 26.344, -14.382], [-28.637, 25.697, -19.853], [-29.547, 24.896, -18.492], [-27.880, 24.487, -18.850], [-28.946, 25.440, -16.332], [-27.314, 24.951, -16.677], [-28.217, 27.701, -15.677], [-26.373, 27.962, -17.201], [-25.441, 26.671, -16.323], [-25.752, 28.281, -15.618], [-28.254, 26.166, -14.005], [-26.746, 26.908, -13.778], [-22.718, 23.989, -10.144], [-22.777, 22.870, -11.007], [-21.674, 22.008, -10.981], [-20.747, 22.267, -12.177], [-21.232, 21.512, -13.427], [-19.369, 21.847, -11.860], [-22.759, 23.557, -9.136], [-23.527, 24.678, -10.365], [-21.743, 24.486, -10.206], [-21.157, 22.094, -10.015], [-21.947, 20.946, -10.949], [-20.729, 23.335, -12.402], [-20.578, 21.603, -14.295], [-22.139, 22.010, -13.805], [-21.538, 20.483, -13.238], [-19.377, 20.838, -11.751], [-18.759, 22.045, -12.643], [-22.490, 21.337, -19.081], [-22.849, 22.695, -19.123], [-22.687, 23.347, -17.869], [-23.347, 24.693, -17.921], [-22.868, 25.446, -19.083], [-23.645, 26.625, -19.406], [-25.032, 26.433, -19.998], [-24.917, 26.108, -21.374], [-26.157, 26.054, -22.035], [-21.505, 21.120, -18.662], [-22.565, 20.935, -20.092], [-23.255, 20.763, -18.542], [-21.614, 23.410, -17.658], [-23.106, 22.731, -17.064], [-23.153, 25.304, -17.031], [-24.445, 24.623, -17.894], [-22.841, 24.800, -19.865], [-23.031, 27.173, -20.127], [-23.611, 27.241, -18.502], [-25.567, 27.391, -19.938], [-25.672, 25.684, -19.519], [-26.900, 25.568, -21.394], [-26.122, 25.413, -22.916], [-26.491, 27.041, -22.364], [-25.551, 21.021, -11.364], [-26.501, 19.988, -11.397], [-26.802, 19.397, -10.148], [-27.888, 18.377, -10.339], [-27.453, 17.327, -11.288], [-28.573, 16.440, -11.616], [-29.605, 17.105, -12.563], [-28.939, 17.863, -13.546], [-29.796, 18.393, -14.535], [-24.539, 20.660, -11.141], [-25.843, 21.833, -10.695], [-25.378, 21.379, -12.381], [-27.131, 20.141, -9.412], [-25.910, 18.929, -9.717], [-28.809, 18.849, -10.705], [-28.102, 17.905, -9.378], [-27.296, 17.896, -12.118], [-29.154, 16.165, -10.735], [-28.179, 15.549, -12.102], [-30.387, 17.668, -12.038], [-30.191, 16.304, -13.036], [-30.265, 17.626, -15.155], [-29.181, 19.068, -15.129], [-30.582, 19.013, -14.090], [-21.522, 28.122, -14.382], [-20.834, 29.444, -14.042], [-21.626, 30.566, -14.369], [-22.353, 28.074, -13.673], [-20.845, 27.301, -14.146], [-21.859, 28.105, -15.417], [-19.952, 29.484, -14.694], [-20.560, 29.467, -12.991], [-22.109, 30.489, -15.193], [-26.495, 30.085, -13.233], [-25.365, 29.133, -12.812], [-25.914, 27.973, -12.200], [-26.831, 30.536, -12.296], [-27.308, 29.583, -13.749], [-26.053, 30.919, -13.783], [-24.732, 29.669, -12.099], [-24.738, 28.810, -13.642], [-26.426, 28.189, -11.391], [-23.982, 25.009, -13.536], [-24.974, 23.873, -13.744], [-25.633, 24.096, -14.991], [-23.451, 24.905, -12.587], [-24.380, 26.022, -13.601], [-23.199, 24.938, -14.299], [-25.720, 23.839, -12.943], [-24.435, 22.927, -13.765], [-26.203, 24.881, -14.869], [-22.543, 27.893, -10.559], [-23.267, 27.620, -9.261], [-22.889, 28.620, -8.314], [-21.503, 28.173, -10.387], [-22.970, 28.732, -11.118], [-22.564, 27.096, -11.309], [-22.936, 26.657, -8.865], [-24.357, 27.621, -9.342], [-23.583, 29.281, -8.280]], "fmax_ev_per_a": 2.2, "mol_weight_g_mol": 985.486, "smiles": "COC[C@H](C)N.COC[C@H](C)N.COC[C@H](C)N.COC[C@H](C)N.COC[C@H](C)N.COC[C@H](C)N.COCCNCCOC.COCCNCCOC.CCO.CCO.CCO.CCO", "homo_lumo_gap_ev": 8.7, "spin_multiplicity": 1, "charge": 0, "relative_energy_ev": 0.000, "e_lumo_ev": 0.5}



Record 2
{"formula": "C3H7NO2", "method": "ωB97M-V with the def2-TZVPD basis set", "elements": ["N", "C", "O", "C", "C", "O", "H", "H", "H", "H", "H", "H", "H"], "coordinates": [[-1.563, -0.918, -0.331], [-0.272, -0.372, -0.390], [0.218, -0.594, -1.677], [-0.131, 1.048, 0.179], [1.156, 0.533, 0.817], [0.793, -0.831, 0.522], [-2.039, -0.815, 0.554], [-1.652, -1.841, -0.733], [1.131, -0.864, -1.505], [-0.902, 1.255, 0.928], [-0.092, 1.851, -0.558], [2.072, 0.855, 0.300], [1.280, 0.692, 1.892]], "fmax_ev_per_a": 0.4, "mol_weight_g_mol": 89.094, "smiles": "N[C@@]1(O)CCO1", "homo_lumo_gap_ev": 10.8, "spin_multiplicity": 1, "charge": 0, "relative_energy_ev": 1.664, "e_lumo_ev": 1.0}



Record 3
{"formula": "C7H16N2O", "method": "ωB97M-V with the def2-TZVPD basis set", "elements": ["C", "C", "C", "C", "O", "H", "H", "H", "H", "H", "H", "H", "H", "C", "N", "C", "N", "C", "H", "H", "H", "H", "H", "H", "H", "H"], "coordinates": [[-0.059, 1.322, 0.817], [1.444, 1.473, -1.525], [0.265, 1.023, 2.265], [1.290, 0.571, -0.329], [2.221, 0.129, 0.295], [0.264, 2.341, 0.578], [-1.129, 1.466, 0.661], [0.477, 1.764, -1.927], [2.019, 0.940, -2.286], [2.008, 2.356, -1.233], [-0.218, 1.734, 2.937], [1.338, 1.082, 2.452], [-0.043, 0.012, 2.534], [-2.095, -0.336, -0.977], [0.251, -1.058, -1.000], [-0.943, -0.866, -0.162], [1.134, -2.158, -0.810], [-1.136, -1.721, 0.881], [0.106, -0.844, -1.980], [0.573, -2.930, -0.449], [1.769, -1.884, -0.057], [-2.379, -1.050, -1.754], [-1.851, 0.608, -1.465], [-2.948, -0.169, -0.323], [-2.040, -1.612, 1.458], [-0.315, -2.192, 1.400]], "fmax_ev_per_a": 4.4, "mol_weight_g_mol": 144.218, "homo_lumo_gap_ev": 9.0, "spin_multiplicity": 1, "charge": 0, "relative_energy_ev": 4.840, "e_lumo_ev": 0.8}



Record 4
{"formula": "C5H15NO", "method": "ωB97M-V with the def2-TZVPD basis set", "elements": ["C", "C", "C", "C", "C", "N", "H", "H", "H", "H", "H", "H", "H", "H", "H", "H", "H", "H", "H", "O", "H", "H"], "coordinates": [[1.156, 1.187, 0.924], [-0.141, 0.360, 1.101], [-1.305, 1.007, 0.379], [0.077, -1.096, 0.669], [-1.016, -2.030, 1.177], [0.249, -1.291, -0.785], [1.953, 0.626, 1.391], [1.412, 1.363, -0.115], [1.039, 2.175, 1.358], [-0.296, 0.395, 2.176], [-2.137, 0.350, 0.160], [-0.985, 1.395, -0.596], [-1.709, 1.868, 0.901], [1.013, -1.418, 1.132], [-1.969, -1.811, 0.708], [-1.031, -2.010, 2.256], [-0.789, -3.044, 0.863], [1.009, -0.691, -1.100], [-0.559, -0.830, -1.220], [1.190, 1.375, -4.051], [2.119, 1.115, -4.027], [0.722, 1.006, -3.301]], "fmax_ev_per_a": 1.0, "mol_weight_g_mol": 105.181, "smiles": "CC(C)[C@@H](C)N.O", "homo_lumo_gap_ev": 10.4, "spin_multiplicity": 1, "charge": 0, "relative_energy_ev": 0.494, "e_lumo_ev": 0.7}



Record 5
{"formula": "C9H8BrN", "method": "ωB97M-V with the def2-TZVPD basis set", "elements": ["C", "C", "Br", "C", "N", "C", "C", "C", "C", "C", "C", "H", "H", "H", "H", "H", "H", "H", "H"], "coordinates": [[1.662, -0.788, -1.866], [1.420, -0.483, -0.388], [2.782, 0.754, 0.211], [1.601, -1.907, 0.404], [1.688, -2.899, 0.942], [0.057, 0.045, 0.117], [-0.855, -0.727, 0.861], [-1.919, -0.066, 1.482], [-2.238, 1.234, 1.097], [-1.452, 1.939, 0.201], [-0.318, 1.286, -0.304], [1.531, 0.051, -2.532], [1.025, -1.674, -2.240], [2.772, -1.066, -1.904], [-0.571, -1.788, 1.214], [-2.527, -0.594, 2.135], [-3.084, 1.688, 1.615], [-1.800, 2.898, -0.144], [0.224, 2.098, -0.901]], "fmax_ev_per_a": 5.3, "mol_weight_g_mol": 210.074, "smiles": "C[C@](Br)(C#N)c1ccccc1", "homo_lumo_gap_ev": 10.1, "spin_multiplicity": 1, "charge": 0, "relative_energy_ev": 0.488, "e_lumo_ev": 0.4}



Record 6
{"formula": "C6H12O2", "method": "ωB97M-V with the def2-TZVPD basis set", "elements": ["C", "C", "C", "O", "C", "C", "C", "O", "H", "H", "H", "H", "H", "H", "H", "H", "H", "H", "H", "H"], "coordinates": [[-1.624, -0.289, 1.005], [-0.390, 0.577, 0.780], [-0.805, 2.069, 0.447], [-0.129, 2.876, -0.125], [0.584, 0.099, -0.280], [-0.047, -0.187, -1.632], [1.371, -1.181, 0.272], [2.319, -1.683, -0.634], [-2.297, 0.169, 1.728], [-2.193, -0.434, 0.091], [-1.346, -1.270, 1.380], [0.147, 0.675, 1.733], [-1.794, 2.358, 0.866], [1.336, 0.888, -0.409], [0.638, -0.694, -2.308], [-0.918, -0.836, -1.593], [-0.342, 0.742, -2.118], [1.872, -0.894, 1.210], [0.705, -2.021, 0.474], [2.913, -0.966, -0.887]], "fmax_ev_per_a": 2.1, "mol_weight_g_mol": 116.160, "smiles": "C[C@H](C=O)[C@H](C)CO", "homo_lumo_gap_ev": 10.5, "spin_multiplicity": 1, "charge": 0, "relative_energy_ev": 1.288, "e_lumo_ev": 0.8}



Which value of charge does entry 5 give? 0